Record 1
Here is C15H41CuGeN4O2Si3 as an isolated structure from the Open Molecules 2025 dataset. Energies are from ωB97M-V with the def2-TZVPD basis set.

Positions of all 67 atoms, in Å:
Cu: 0.356176 0.270006 -0.231029
N: 2.264175 -0.050850 -0.925481
C: 3.273022 0.562635 -0.041533
C: 4.474799 -0.432088 0.239059
C: 4.080357 -1.859617 0.726832
C: 3.595483 -1.922255 2.174339
N: 4.785983 -1.894587 3.108471
C: 4.580010 -1.499073 4.380043
N: 5.244072 -1.956391 5.445370
N: 3.654625 -0.536285 4.525530
C: 2.582266 1.113068 1.198226
O: 3.310352 1.147398 2.188435
O: 1.338554 1.458588 1.115587
H: 2.340067 -1.069932 -0.980014
H: 2.278799 0.352638 -1.838801
H: 3.732238 1.460755 -0.482047
H: 5.031044 0.074578 1.049382
H: 5.144273 -0.456677 -0.629699
H: 4.880029 -2.646527 0.448384
H: 3.192730 -2.144191 0.147617
H: 3.106243 -2.902644 2.270795
H: 2.933515 -1.135323 2.444600
H: 5.378232 -2.714756 2.997726
H: 5.847978 -2.722382 5.334761
H: 4.956784 -1.736380 6.372974
H: 3.426405 0.080415 3.730998
H: 3.618680 -0.064127 5.409760
C: -5.134352 -0.129333 0.225086
Si: -3.285918 -0.102392 0.858422
C: -2.921806 -1.767538 1.512406
C: -3.024597 1.167272 2.277840
Ge: -1.787002 0.279173 -0.871720
Si: -1.598774 2.688153 -1.578876
C: -3.324720 2.905072 -2.401420
C: -0.321396 2.921313 -2.956150
C: -1.284393 3.862519 -0.176112
Si: -2.056272 -0.984212 -2.773695
C: -1.224074 -2.605152 -2.398592
C: -3.914639 -1.275242 -3.108863
C: -1.283618 -0.166013 -4.257724
H: -5.356877 0.647433 -0.448576
H: -5.772766 -0.048708 1.100263
H: -5.290295 -1.069277 -0.346687
H: -3.723190 -2.064010 2.217055
H: -1.976088 -1.822678 2.062741
H: -2.914484 -2.563288 0.726452
H: -3.807923 0.992834 2.995172
H: -2.997840 2.236767 2.008098
H: -2.096469 0.945654 2.852260
H: -3.554356 1.973656 -2.978663
H: -3.471006 3.776200 -3.073208
H: -4.145142 2.990788 -1.643544
H: -0.707405 3.330592 -3.915749
H: 0.152232 1.959511 -3.290950
H: 0.390913 3.743523 -2.649185
H: -2.269412 4.238459 0.184126
H: -0.560994 4.648111 -0.399354
H: -0.775513 3.279397 0.622862
H: -1.688887 -3.171199 -1.569944
H: -0.188789 -2.362674 -2.123203
H: -1.144203 -3.215498 -3.344376
H: -4.479744 -1.766628 -2.291096
H: -3.958903 -1.945361 -3.982732
H: -4.520495 -0.428343 -3.476105
H: -0.311514 0.314148 -3.993559
H: -1.956363 0.629265 -4.640070
H: -1.119843 -0.818301 -5.132919

Atomic forces in eV per Å
Cu 0.856 0.794 0.472
N -0.116 -0.407 -0.078
C 0.638 -1.064 -0.423
C -0.106 0.720 0.990
C 0.187 0.401 -1.141
C 1.806 -1.467 -0.498
N -0.419 -0.928 0.358
C -1.044 1.492 -0.561
N -0.438 0.366 -0.948
N 0.500 -0.085 0.427
C -1.525 -0.176 0.187
O 0.068 0.338 1.342
O 1.694 -0.552 0.226
H 0.306 0.625 -0.307
H 0.122 -0.059 -0.701
H -0.275 -0.347 -0.338
H -0.033 -0.319 -0.410
H -0.356 -0.167 0.076
H -1.175 1.261 0.759
H 0.220 -0.418 0.012
H -0.025 0.311 0.422
H -0.438 0.373 -0.169
H -0.063 0.309 0.018
H 0.746 -0.984 -0.029
H -0.114 0.322 0.387
H 0.084 -0.024 -0.060
H -0.107 0.026 0.267
C 1.663 -1.239 0.514
Si -1.228 1.155 0.313
C -0.202 -1.719 0.344
C 0.776 -0.337 -0.297
Ge -0.662 1.441 -0.451
Si -0.479 -0.173 -1.042
C -0.788 -0.488 0.422
C 0.755 0.381 -0.755
C -0.027 -0.578 0.913
Si -1.309 -0.500 -0.497
C 0.441 -0.696 -0.758
C -0.244 -0.267 -0.510
C 0.397 0.661 -0.638
H -0.268 1.211 -0.764
H -0.243 -0.214 -0.001
H -0.069 0.411 0.662
H 0.319 0.112 -0.183
H -0.076 0.036 -0.130
H 0.047 0.646 0.479
H -0.613 0.126 0.325
H -0.127 -0.507 -0.021
H -0.338 0.109 -0.608
H 0.154 0.735 0.260
H 0.494 -0.433 0.303
H 0.658 -0.151 -0.404
H -0.376 -0.272 0.651
H 0.101 1.187 0.705
H -0.219 -1.290 -0.130
H 0.875 0.004 -0.048
H -0.411 0.237 -0.232
H -0.514 0.329 -0.188
H 0.211 0.174 -0.526
H -0.081 -0.161 0.108
H -0.264 0.319 1.041
H 0.468 0.268 -0.390
H 0.074 -0.192 0.261
H 0.453 0.062 0.504
H -0.708 -0.500 -0.339
H 0.373 -0.204 0.343
H -0.006 -0.025 0.480

Calculated values
Total charge   +1
HOMO level (alpha / beta)   -10.296 / -10.471 eV
Kohn-Sham gap (alpha / beta)   7.89 / 6.20 eV
Multiplicity   2
LUMO energy (alpha / beta)   -2.409 / -4.270 eV

---

Record 2
Here is a 3-piece molecular cluster, C15H41N2O9P2S overall from the Open Molecules 2025 dataset. Energies are from ωB97M-V with the def2-TZVPD basis set.

Positions of all 70 atoms, in Å:
C: 6.085437 0.025314 -4.256044
C: 5.595560 0.034609 -5.692427
O: 5.241058 1.394971 -6.074434
N: 5.956685 1.874212 -7.163726
S: 7.534371 2.531193 -6.657303
C: 5.078208 2.957745 -7.786928
N: 3.793824 2.408856 -8.080982
H: 5.916293 -0.955460 -3.810112
H: 5.455116 0.721092 -3.697851
H: 7.127193 0.326253 -4.159340
H: 6.348517 -0.385717 -6.366667
H: 4.692942 -0.572055 -5.773321
H: 6.127484 1.142184 -7.864074
H: 7.011227 3.654794 -6.142184
H: 5.589939 3.323538 -8.677626
H: 5.048723 3.779747 -7.070056
H: 3.532459 2.656803 -9.030353
H: 3.083950 2.848774 -7.504649
O: 1.958311 3.125752 -0.978517
P: 1.501463 1.939129 -0.255123
O: 2.602116 1.276945 0.678065
C: 3.330206 2.100949 1.608763
C: 2.450584 2.723593 2.672435
O: 1.393020 0.704478 -1.299004
C: 1.250010 0.964001 -2.689263
C: 2.555178 0.672994 -3.400793
O: 0.129754 1.844136 0.482612
C: -0.583910 0.622787 0.781488
C: -0.057493 -0.104180 1.994253
H: 3.869057 2.871752 1.054165
H: 4.067756 1.442791 2.064990
H: 1.753221 3.443633 2.239635
H: 3.064116 3.246115 3.406217
H: 1.862332 1.963427 3.184549
H: 0.946185 1.996268 -2.864956
H: 0.454258 0.314739 -3.060723
H: 3.368323 1.201406 -2.901146
H: 2.510819 0.989728 -4.446128
H: 2.785324 -0.394273 -3.366652
H: -0.620691 -0.022410 -0.094416
H: -1.607451 0.944383 0.968367
H: 0.873048 -0.630288 1.778942
H: -0.795547 -0.840657 2.315420
H: 0.123368 0.586708 2.816187
O: -3.411527 -1.497774 3.616399
P: -4.591222 -2.203963 4.115053
O: -5.975290 -1.605337 3.607181
C: -6.167458 -1.353345 2.205449
C: -6.122338 -2.607881 1.356942
O: -4.821359 -1.841243 5.664459
C: -3.746606 -1.361680 6.477683
C: -3.917866 0.115694 6.756662
O: -4.727557 -3.764497 4.131677
C: -5.600705 -4.505894 5.006742
C: -7.039947 -4.526774 4.546203
H: -5.418933 -0.633297 1.868138
H: -7.143785 -0.878230 2.125274
H: -5.127074 -3.057281 1.365604
H: -6.378299 -2.371008 0.324071
H: -6.822722 -3.354587 1.728804
H: -2.785576 -1.555214 6.000488
H: -3.776317 -1.932430 7.407965
H: -4.060348 0.663712 5.825078
H: -3.043229 0.514299 7.272085
H: -4.796698 0.289209 7.378783
H: -5.509303 -4.144350 6.029154
H: -5.199555 -5.518733 4.997932
H: -7.540148 -3.579108 4.743898
H: -7.573104 -5.308429 5.088026
H: -7.105376 -4.732616 3.478962

Atomic forces in eV per Å
C -0.389 0.291 0.003
C 0.235 -0.626 0.598
O -0.047 -0.260 -0.285
N 0.030 0.828 0.552
S 0.373 -0.234 -0.344
C -0.647 0.354 -0.404
N 0.056 0.827 -0.357
H 0.216 -0.014 -0.107
H 0.144 -0.037 0.075
H -0.037 -0.060 0.007
H -0.070 0.220 -0.146
H -0.081 0.251 -0.213
H -0.118 -0.115 0.124
H -0.134 -0.086 0.033
H 0.224 -0.284 0.090
H 0.123 -0.264 0.214
H 0.083 -0.363 -0.041
H 0.036 -0.426 0.245
O -0.679 0.897 0.802
P 1.049 -2.450 -1.743
O -0.162 0.372 0.477
C 0.227 0.127 0.201
C -0.186 -0.007 -0.096
O -0.184 0.077 0.326
C -0.071 0.008 -0.263
C 0.163 -0.114 0.025
O -0.032 0.973 0.140
C -0.630 -0.174 0.250
C 0.294 -0.159 -0.056
H -0.064 -0.011 -0.072
H -0.050 -0.093 -0.065
H 0.037 0.031 -0.001
H 0.030 -0.006 -0.020
H 0.078 -0.021 0.052
H 0.044 0.028 0.088
H 0.020 -0.021 0.038
H -0.067 0.123 -0.029
H -0.036 -0.006 0.005
H -0.033 0.001 0.002
H 0.280 0.094 -0.102
H 0.064 0.174 0.023
H 0.031 0.062 -0.011
H -0.054 0.055 0.013
H -0.125 0.011 0.021
O 0.426 -1.041 -1.041
P -1.085 1.943 2.642
O 0.040 -0.459 -0.625
C -0.088 0.133 -0.265
C 0.114 -0.118 0.119
O -0.030 -0.346 -0.165
C 0.210 0.098 0.216
C -0.186 0.041 -0.027
O 0.593 -0.139 -0.805
C -0.062 -0.573 0.145
C -0.077 0.286 0.037
H 0.046 -0.022 0.069
H -0.008 -0.010 0.113
H 0.010 0.031 -0.026
H -0.005 0.034 0.009
H -0.071 0.046 -0.046
H -0.057 0.003 -0.114
H -0.033 -0.021 -0.028
H 0.119 -0.023 -0.027
H 0.001 -0.023 0.009
H 0.014 -0.003 0.006
H 0.038 0.257 -0.076
H 0.092 0.042 -0.136
H 0.029 0.022 -0.041
H 0.012 -0.019 -0.009
H 0.020 -0.114 0.018

Calculated values
Total charge   +1
HOMO level   -11.646 eV
Kohn-Sham gap   7.90 eV
LUMO energy   -3.747 eV

---

Record 3
Here is a 4-piece molecular cluster, C15H42F6N3O3P overall from the Open Molecules 2025 dataset. Energies are from ωB97M-V with the def2-TZVPD basis set.

Positions of all 70 atoms, in Å:
C: 3.748242 1.359651 0.232056
N: 4.506016 0.394280 1.159556
C: 3.820476 -0.970302 1.127443
C: 5.909634 0.066795 0.588220
C: 4.792478 1.019533 2.535891
C: 3.581866 1.103429 3.560519
O: 2.428957 1.778537 3.028803
H: 2.791158 1.563635 0.712135
H: 3.492877 0.924953 -0.734345
H: 4.367134 2.256520 0.258376
H: 2.752264 -0.870330 1.319887
H: 4.270531 -1.649388 1.851592
H: 3.866369 -1.390582 0.122782
H: 6.227735 -0.698741 1.295939
H: 6.465878 1.004162 0.593841
H: 5.924302 -0.319530 -0.430919
H: 5.135189 2.049102 2.432746
H: 5.526493 0.361592 3.001126
H: 3.949980 1.506010 4.504188
H: 3.351333 0.088389 3.884025
H: 1.702971 1.798021 3.656627
C: -1.568652 -4.564177 -2.283655
N: -3.026316 -4.101798 -2.438674
C: -3.319897 -3.558028 -3.831869
C: -4.024709 -5.254309 -2.303513
C: -3.358183 -2.881748 -1.543627
C: -3.071525 -3.269597 -0.057815
O: -3.764495 -4.399920 0.424883
H: -0.968277 -3.654423 -2.286409
H: -1.414662 -5.265888 -3.103404
H: -1.578942 -5.048246 -1.307100
H: -4.350484 -3.219333 -3.938094
H: -3.240594 -4.400205 -4.519287
H: -2.621049 -2.781888 -4.143825
H: -5.044732 -4.965009 -2.556430
H: -3.989675 -5.798965 -1.359991
H: -3.779713 -6.027727 -3.031453
H: -4.436160 -2.801130 -1.683505
H: -2.767681 -1.986675 -1.739192
H: -3.383907 -2.466413 0.609564
H: -2.007915 -3.404951 0.138433
H: -3.196801 -4.801877 1.086515
C: -0.245908 4.733339 2.142769
N: -0.784070 4.062885 0.895769
C: -1.408312 5.142286 0.004988
C: 0.338845 3.421036 0.188564
C: -1.808266 2.981740 1.349223
C: -2.461195 2.230761 0.124157
O: -3.410928 3.077928 -0.486577
H: 0.258120 3.953982 2.714315
H: -1.016413 5.254102 2.711296
H: 0.523271 5.433262 1.816309
H: -0.663733 5.926423 -0.132284
H: -2.342667 5.385421 0.510932
H: -1.672088 4.719747 -0.964529
H: 0.610809 2.442369 0.583958
H: 1.235851 4.026538 0.318381
H: 0.083761 3.286882 -0.862648
H: -2.601553 3.464320 1.920115
H: -1.198660 2.293793 1.935077
H: -2.808839 1.258498 0.473353
H: -1.810472 1.952687 -0.704901
H: -3.959513 2.490907 -1.012002
P: 0.262648 -0.572359 -1.221674
F: 1.746738 -1.181913 -1.509774
F: -0.348101 -1.260759 -2.572387
F: -0.132055 -2.022120 -0.543124
F: -1.236841 -0.134868 -0.853550
F: 0.543713 0.057672 0.250569
F: 0.608349 0.852014 -1.908366

Atomic forces in eV per Å
C 0.024 -0.202 1.504
N 0.311 -0.705 -1.647
C -0.814 0.473 0.528
C -0.751 0.680 0.644
C -2.266 -0.115 0.860
C 0.150 -1.085 -0.622
O 1.061 -0.067 -0.302
H 0.180 0.028 0.145
H 0.724 -0.088 -0.003
H -0.210 0.017 -0.667
H 0.073 0.252 0.296
H 0.103 0.191 -0.047
H 0.397 0.253 0.028
H 0.766 0.265 -0.334
H 0.294 -0.289 0.298
H -0.640 -0.007 0.137
H 0.403 -0.284 -0.592
H 0.114 0.335 0.012
H 0.237 0.777 -0.265
H -0.446 -0.312 -0.426
H 0.192 -0.242 0.350
C -1.985 0.373 0.088
N -0.922 1.291 -1.112
C 0.572 -0.918 -0.622
C 0.422 -0.843 0.001
C -0.190 -2.627 2.347
C 0.091 0.806 0.388
O -0.197 -0.603 -0.547
H 0.239 -0.298 -0.149
H 0.415 0.139 0.195
H 0.489 -0.111 -0.227
H 0.121 0.150 0.543
H 0.243 0.043 -0.060
H 0.030 -0.026 0.402
H 0.200 0.508 0.334
H 0.081 0.828 0.146
H 0.406 0.333 -0.362
H 0.113 0.583 0.031
H -0.003 -0.272 -0.633
H 0.104 0.692 -0.452
H 0.148 0.239 -0.457
H -0.186 -0.157 0.159
C 0.408 -0.332 -0.557
N -0.865 0.248 0.598
C -0.111 -1.096 0.375
C 0.815 -0.383 -0.470
C 0.227 -0.223 -2.214
C 1.168 0.634 0.218
O -0.712 -0.121 0.632
H -0.219 0.107 0.214
H -0.056 -0.262 -0.178
H -0.175 0.115 0.075
H -0.333 0.125 0.280
H 0.252 0.673 -0.160
H 0.114 -0.134 0.207
H -0.499 -0.032 0.247
H -0.179 0.278 -0.342
H 0.133 0.084 0.142
H 0.195 0.039 0.063
H -0.297 0.000 0.099
H -0.566 0.198 0.308
H 0.917 0.055 0.663
H -0.349 0.258 -0.241
P -1.497 -2.088 0.044
F -0.591 1.238 0.467
F 0.830 1.052 -0.656
F 0.735 -0.112 0.843
F -1.584 0.735 -0.893
F 2.161 -0.172 0.249
F -0.021 -0.889 0.077

Calculated values
Total charge   +2
HOMO level   -15.002 eV
Kohn-Sham gap   10.77 eV
LUMO energy   -4.228 eV

---

Number 1 is which compound? C15H41CuGeN4O2Si3